[1]
Formula: C16H31Br3ClN5O4P
Source: the OMol25 dataset
Level of theory: ωB97M-V with the def2-TZVPD basis set

```
61
Properties=species:S:1:pos:R:3:lowdin_charge:R:1
Br -0.32821 -1.54158 1.76589 0.414
Br 0.48572 2.15426 1.27426 0.896
Br -3.35650 2.20127 1.07915 0.893
Cl -0.96949 -1.98032 -1.68572 0.719
P -1.71788 0.14588 2.31754 0.536
O -3.30103 -5.52045 2.21172 0.016
O -3.09667 -0.66391 2.48297 -0.388
O -2.73128 5.53166 -1.45309 0.105
O -3.87872 -3.44979 1.79784 0.077
N 6.15323 2.79244 -0.24330 0.096
N 6.24802 0.46884 -0.12165 0.135
N -0.91371 5.32655 -2.80344 0.148
N -0.17289 0.42715 -0.87091 -0.117
N 5.44001 1.55520 -2.12729 -0.002
C 5.98489 1.51208 -0.79837 -0.540
C -3.30554 -4.22080 2.52855 -0.515
C 3.03660 1.65256 -2.76488 -0.157
C -1.16695 2.70851 -1.07716 -0.211
C 1.95878 1.72650 -1.66389 -0.208
C 0.91108 0.65692 -1.92577 -0.123
C 4.23941 0.76359 -2.37802 -0.215
C -3.23641 -7.01987 4.14577 -0.056
C -1.37350 -0.26121 -1.50984 -0.601
C -1.98905 0.91148 0.58231 -0.969
C -2.51966 -6.49291 2.92214 -0.223
C -2.63353 -3.73799 3.79100 0.011
C -0.98670 4.15749 -0.60551 -0.154
C -1.63332 5.07534 -1.63435 -0.529
C -2.53167 0.01968 -0.55734 -0.217
C -0.77141 1.58544 -0.10759 -0.753
H 6.02680 -0.37472 -0.64336 0.046
H -1.53037 0.10293 -2.52195 0.121
H 1.51893 2.72483 -1.64100 0.092
H -3.09742 -0.86358 -0.26436 0.118
H 3.40426 2.65855 -2.95992 0.116
H -3.35064 -3.72692 4.61075 0.107
H 6.84744 3.33265 -0.75013 0.090
H -2.36660 -7.29090 2.19871 0.126
H -3.25436 -1.42529 1.89697 0.023
H 6.50079 2.66985 0.70383 0.085
H -1.75658 -4.30352 4.09403 0.081
H -4.20323 -7.43456 3.86337 0.087
H 4.42023 0.02241 -3.16199 0.119
H -0.59180 2.58042 -2.00035 0.110
H 2.58262 1.23341 -3.66949 0.110
H -2.21591 2.56135 -1.35307 0.108
H 0.07485 4.39893 -0.53219 0.100
H 0.41227 0.81884 -2.88247 0.131
H -2.33191 -2.71513 3.58744 0.026
H 0.19464 -0.29834 -0.23692 0.029
H -1.50832 4.33509 0.33327 0.094
H 1.42981 -0.30398 -1.99307 0.134
H -3.40976 -6.23475 4.88193 0.071
H -0.74082 6.31305 -2.95594 0.115
H -0.04616 4.81162 -2.86472 0.079
H 6.15435 1.40881 -2.82604 0.123
H -3.23888 0.65088 -1.10394 0.106
H 3.99413 0.19341 -1.47331 0.106
H -1.53634 -6.08858 3.16474 0.111
H 2.41927 1.56373 -0.68873 0.083
H -2.64494 -7.80446 4.61686 0.086
```

## Properties
M ... 663.6 g mol⁻¹
Total charge ... +1
HOMO energy ... -11.6 eV
Energy ... -9726.4175 hartree
HOMO-LUMO gap ... 8.90 eV

***

[2]
Formula: C4H11NO2
Source: the OMol25 dataset
Level of theory: ωB97M-V with the def2-TZVPD basis set

```
18
Properties=species:S:1:pos:R:3:lowdin_charge:R:1
O -0.02983 1.60174 2.59485 -0.012
O -1.72199 4.32255 -3.74212 -0.048
N -1.22162 -0.66297 0.93390 -0.067
C 2.39976 -1.71417 0.05670 -0.158
C 0.17950 -0.68151 0.68250 -0.186
C 0.98117 -1.77536 0.29924 -0.220
C -1.93090 -1.67795 0.37749 0.030
H -0.66869 2.21211 2.87306 0.019
H 2.60771 -1.60643 -0.98074 0.050
H -1.94238 4.81968 -4.48551 -0.012
H -1.93761 -2.71865 0.78326 0.080
H 0.48271 -2.69669 0.20606 0.060
H -0.40884 0.77721 2.65519 -0.037
H 0.58475 0.40826 0.94014 0.125
H 2.97722 -0.92154 0.69349 0.114
H -0.76237 4.47505 -3.56971 0.060
H -2.35426 -1.42781 -0.68160 0.118
H 2.76567 -2.73350 0.36382 0.085
```

## Properties
M ... 105.1 g mol⁻¹
HOMO energy ... -7.3 eV
Energy ... -364.0614 hartree
HOMO-LUMO gap ... 6.33 eV
SMILES ... C=N/C=C/C.O.O

***

[3]
Formula: C33H31N4O
Source: the OMol25 dataset
Level of theory: ωB97M-V with the def2-TZVPD basis set

```
69
Properties=species:S:1:pos:R:3:lowdin_charge:R:1
O 6.15620 3.84211 -2.80426 -0.121
N -0.99848 -1.67956 1.84935 0.021
N 3.60327 2.51804 -2.65518 -0.060
N -2.00585 -2.83258 0.37993 -0.093
N -1.86478 -3.69086 1.46175 0.182
C 1.18565 2.47067 -2.53502 -0.053
C -2.35704 2.14926 -1.33507 0.001
C 0.01197 1.91371 -2.03015 0.043
C -0.46717 -5.20959 5.31111 -0.071
C -2.69645 -3.32829 -0.71007 -0.232
C -2.61330 4.49227 -2.85160 -0.057
C 2.44412 1.86361 -2.46966 0.001
C -1.24305 2.60203 -2.09565 -0.211
C 4.85332 1.74662 -2.64643 -0.101
C 3.66956 3.97704 -2.77510 -0.101
C -2.55095 -2.73843 -1.97163 -0.029
C 5.97307 2.52370 -3.31818 -0.168
C -0.55447 -3.57900 3.51762 -0.171
C 0.70661 -4.61339 5.78998 -0.072
C 5.01199 4.50281 -2.26760 -0.163
C -3.46586 -4.46300 -0.47947 -0.023
C -0.65816 -0.52281 2.58644 -0.230
C 1.29877 -3.56121 5.08513 -0.069
C -1.17686 -3.00309 2.33912 -0.199
C -3.54819 2.87183 -1.31169 -0.049
C 0.10942 1.75761 2.55528 -0.077
C -0.47941 0.69928 4.65247 -0.060
C -0.25027 0.59261 1.86416 -0.039
C -1.41373 3.78373 -2.87624 -0.012
C -4.16392 -5.01676 -1.54740 -0.070
C -3.68696 4.04412 -2.06949 -0.039
C 0.03405 1.79280 3.95327 -0.089
C -3.98235 -4.49764 -2.84120 -0.085
C 0.68517 -3.06208 3.94330 -0.048
C -1.10296 -4.71122 4.17565 -0.011
C -0.85311 -0.46443 3.96479 -0.016
C -3.15715 -3.37574 -3.05266 -0.084
C -1.43226 -1.63743 0.55029 0.027
H 1.15469 -2.25580 3.37122 0.120
H -4.37693 2.51945 -0.69204 0.118
H -4.62008 4.60514 -2.04468 0.117
H 5.15077 5.56337 -2.53808 0.141
H 2.85976 4.43263 -2.20052 0.131
H -0.23000 0.53105 0.77488 0.065
H 0.44989 2.62789 1.99831 0.098
H -1.28024 -1.31616 4.49566 0.123
H -4.82704 -5.86220 -1.36181 0.108
H 3.54048 4.28989 -3.82874 0.152
H -3.48982 -4.87433 0.52771 0.105
H 1.16865 -4.98346 6.70408 0.107
H 5.79069 2.57892 -4.40431 0.133
H 0.37202 2.67626 4.50102 0.106
H 5.04699 4.43758 -1.16547 0.134
H 1.15143 3.46227 -3.00122 0.098
H 5.14452 1.50447 -1.61036 0.148
H -1.93652 -1.83830 -2.05474 0.091
H 0.03512 0.94184 -1.53474 0.120
H -2.01722 -5.16077 3.78480 0.116
H -2.24465 1.23434 -0.74698 0.105
H -0.89181 -6.06810 5.83096 0.109
H 6.94189 2.02638 -3.15860 0.141
H -2.71324 5.40611 -3.44406 0.116
H 2.23241 -3.11719 5.42434 0.108
H -0.59689 0.73818 5.73343 0.111
H 4.68391 0.80384 -3.17286 0.137
H -4.46608 -4.99031 -3.69073 0.104
H -0.60163 4.15451 -3.50650 0.108
H -2.97949 -3.01879 -4.07029 0.103
H 2.52799 0.79457 -2.25555 0.157
```

## Properties
M ... 499.6 g mol⁻¹
Total charge ... +1
HOMO energy ... -10.1 eV
Energy ... -1570.0537 hartree
HOMO-LUMO gap ... 5.43 eV

***

[4]
Formula: CH5N3O2
Source: the OMol25 dataset
Level of theory: ωB97M-V with the def2-TZVPD basis set

```
11
Properties=species:S:1:pos:R:3:lowdin_charge:R:1
O -1.62789 1.08113 0.62725 -0.015
O -2.66856 -0.30352 -0.74882 0.055
N -1.85738 0.02390 0.05144 -0.346
N 0.59716 -0.22882 0.77327 -0.185
N -0.37182 -1.08643 0.66426 0.078
C 1.37044 0.24158 -0.42162 -0.067
H 1.85174 1.22446 -0.13702 0.091
H 2.03831 -0.57641 -0.73759 0.080
H 0.66368 0.71252 -1.23897 0.110
H -0.28994 -1.52931 -0.27405 0.098
H 0.29424 0.44092 1.44184 0.101
```

## Properties
M ... 91.1 g mol⁻¹
HOMO energy (spin up / spin down) ... -8.6 / -8.6 eV
Energy ... -355.6560 hartree
HOMO-LUMO gap (spin up / spin down) ... 9.12 / 9.12 eV

***

no.,F_max (hartree/bohr)
1,0.024
2,0.117
3,0.050
4,0.069